(1)
Molecular formula: C4H6O2
Method: DFT, ωB97M-V/def2-TZVPD

**HOMO**: -0.3571 Ha
**Net charge**: 0
**Frontier orbital gap**: 10.61 eV
**ΔE to the lowest compared entry with this formula, charge and spin**: 44.0 kcal per mole

XYZ file:
```
12
Properties=species:S:1:pos:R:3:lowdin_charge:R:1
O -0.616 1.254 -2.172 0.07
C -1.108 0.960 -1.109 -0.19
C -0.624 -0.201 -0.273 -0.30
C 0.889 -0.427 -0.193 -0.07
C 0.659 -0.314 1.322 -0.16
O -0.717 0.073 1.131 -0.09
H -1.959 1.527 -0.677 0.13
H -1.209 -1.093 -0.550 0.16
H 1.461 0.398 -0.623 0.11
H 1.265 -1.376 -0.579 0.11
H 1.229 0.457 1.852 0.12
H 0.730 -1.260 1.872 0.12
```

(2)
Molecular formula: C4H6O2
Method: DFT, ωB97M-V/def2-TZVPD

**HOMO**: -0.3534 Ha
**Net charge**: 0
**Frontier orbital gap**: 10.53 eV
**ΔE to the lowest compared entry with this formula, charge and spin**: 49.1 kcal per mole

XYZ file:
```
12
Properties=species:S:1:pos:R:3:lowdin_charge:R:1
C 1.845 -0.409 0.491 0.04
C 1.057 0.557 0.041 -0.25
O 0.333 0.378 -1.116 -0.12
C -1.063 0.349 -0.870 -0.16
C -1.392 -0.453 0.382 -0.25
O -2.148 -0.063 1.237 0.06
H 2.411 -0.299 1.407 0.06
H -0.876 -1.431 0.455 0.13
H 1.920 -1.339 -0.069 0.08
H 0.916 1.515 0.551 0.13
H -1.506 -0.156 -1.736 0.13
H -1.498 1.352 -0.774 0.13
```

(3)
Molecular formula: C4H6O2
Method: DFT, ωB97M-V/def2-TZVPD

**HOMO**: -0.3663 Ha
**Net charge**: 0
**Frontier orbital gap**: 10.95 eV
**ΔE to the lowest compared entry with this formula, charge and spin**: 72.6 kcal per mole

XYZ file:
```
12
Properties=species:S:1:pos:R:3:lowdin_charge:R:1
C 1.625 0.079 -0.199 -0.06
O 1.265 -0.293 1.137 0.01
C 0.243 0.041 0.240 -0.41
C -0.942 0.949 0.471 -0.09
O -1.662 0.231 -0.547 -0.10
C -0.761 -0.886 -0.447 -0.10
H 1.814 -0.779 -0.834 0.11
H 2.321 0.904 -0.337 0.12
H -0.885 2.027 0.304 0.13
H -1.371 0.725 1.461 0.13
H -1.132 -1.702 0.187 0.13
H -0.515 -1.296 -1.435 0.13
```